This record from the OMol25 dataset describes a molecular structure, C15H33CoGeO4. The level of theory is ωB97M-V/def2-TZVPD.

```
54
Properties=species:S:1:pos:R:3:forces:R:3
Co -0.038346 0.127717 -0.374197 0.0 -0.2 0.1
C -1.426041 -0.458975 3.191224 -0.1 0.0 0.0
C -1.196472 0.783397 2.357359 0.0 0.0 -0.2
C -2.399224 1.147070 1.508089 0.0 0.0 0.0
C -0.741646 1.964666 3.195492 0.0 0.0 0.1
O -0.046863 0.446398 1.451161 -0.2 -0.3 0.0
Ge 1.534413 1.518625 1.173425 0.3 0.4 0.0
O 0.300586 1.885926 -0.455411 0.1 0.2 0.0
C 0.635045 2.197385 -1.866340 0.0 0.0 0.2
C 0.160855 0.956846 -2.628077 -0.1 0.1 0.0
C -0.188624 3.417077 -2.227895 0.0 0.0 -0.1
C 2.122404 2.446478 -2.018570 0.0 0.0 -0.1
O 1.759566 0.013954 -0.060431 0.1 -0.1 -0.2
C 2.470549 -1.280023 0.214761 -0.1 0.2 0.1
C 1.464985 -2.406980 0.089568 0.0 -0.1 0.0
C 3.555941 -1.363154 -0.837820 0.0 0.0 0.0
C 3.033015 -1.180041 1.620810 0.0 -0.1 0.0
H -2.274758 -0.303443 3.857991 0.0 0.0 0.0
H -0.554918 -0.692663 3.802909 0.0 0.0 0.0
H -1.648344 -1.317139 2.554486 0.0 0.0 0.0
H -3.203780 1.492124 2.156976 0.0 0.0 0.0
H -2.773095 0.283713 0.958538 0.0 0.0 0.0
H -2.166176 1.956160 0.813025 0.0 0.0 0.0
H -1.528585 2.222045 3.904745 0.0 0.0 0.0
H -0.558158 2.850937 2.581841 0.0 0.0 0.0
H 0.148698 1.730380 3.783681 0.0 0.0 0.0
H -0.927254 0.858671 -2.608254 0.0 0.0 0.0
H 0.663765 0.021147 -2.278971 0.0 0.0 -0.1
H 0.442482 1.010359 -3.680230 0.1 -0.1 0.0
H -1.252458 3.236598 -2.074908 0.0 0.0 0.0
H -0.027013 3.667645 -3.277378 0.0 0.0 0.0
H 0.114497 4.273521 -1.627019 0.0 0.0 0.0
H 2.715897 1.566783 -1.778154 0.0 0.0 0.0
H 2.435116 3.282981 -1.391510 0.0 0.0 0.0
H 2.339455 2.721156 -3.051458 0.0 0.0 0.0
H 1.028965 -2.441801 -0.912543 0.0 0.0 0.0
H 0.674477 -2.323940 0.838741 0.0 0.0 0.0
H 1.974063 -3.358139 0.245752 0.0 0.0 0.0
H 3.133301 -1.394100 -1.843274 0.0 0.0 0.0
H 4.134473 -2.275460 -0.688629 0.0 0.0 0.0
H 4.239810 -0.517498 -0.766879 0.0 0.0 0.0
H 2.237978 -1.066054 2.362430 0.0 0.0 0.0
H 3.746570 -0.357751 1.708726 0.0 0.0 0.0
H 3.573770 -2.094606 1.865765 0.0 0.0 0.0
C -2.066540 -3.392660 -0.787355 0.0 0.0 0.1
C -2.356235 -1.939467 -0.897201 0.1 0.0 0.0
C -3.713008 -1.459540 -1.241839 0.0 0.0 0.1
O -1.446959 -1.119885 -0.679413 -0.1 0.0 0.0
H -2.965915 -3.996918 -0.858318 0.0 0.0 0.0
H -1.545705 -3.591918 0.150277 0.0 0.0 0.0
H -1.388076 -3.666193 -1.600807 0.0 0.0 0.0
H -4.173336 -2.104163 -1.989701 0.0 0.0 0.0
H -3.711773 -0.417982 -1.551821 0.0 0.0 0.0
H -4.321356 -1.559287 -0.333381 0.0 0.0 0.0
```
Forces are in eV/Å.

Net charge: +2
Lowest unoccupied orbital energy (alpha / beta), Ha: -0.315 / -0.317
F_max, Eh/bohr: 0.0092
Kohn-Sham gap (alpha / beta), eV: 8.010 / 7.968
DFT total energy, Eh: -4351.411825